(1)
DFT (ωB97M-V/def2-TZVPD) results for a structure of composition CH5FN2.

Properties
Total energy (Eh): -250.3525
HOMO energy (eV): -9.83
ΔE to the lowest compared entry with this formula, charge and spin (kcal per mole): 68.91
HOMO-LUMO gap (eV): 10.792
LUMO energy (eV): 0.97

Structure (ORCA input):
```
! RIJCOSX wB97M-V def2-TZVPD def2/J DEFGRID3
* xyz 0 1
C -0.4805 -0.1185 -0.4185
N 0.4273 -0.3708 0.7399
N 1.5015 0.3266 1.0317
F 1.1115 1.8073 1.5127
H 0.0164 -0.0239 -1.3028
H -1.3555 -0.6497 -0.3970
H -0.9560 0.7997 -0.1378
H 0.0793 -0.8749 1.4845
H 2.0416 0.5017 0.2266
*
```



(2)
DFT (ωB97M-V/def2-TZVPD) results for a cluster of 2 separate species, CH5FN2P in total.

Properties
Total energy (Eh): -591.4931
HOMO energy (alpha / beta) (eV): -14.29 / -13.76
ΔE to the lowest compared entry with this formula, charge and spin (kcal per mole): 63.18
HOMO-LUMO gap (alpha / beta) (eV): 8.012 / 7.160
LUMO energy (alpha / beta) (eV): -6.27 / -6.60

Structure (ORCA input):
```
! RIJCOSX wB97M-V def2-TZVPD def2/J DEFGRID3
* xyz 1 1
C 0.4629 -0.1724 -0.1879
N 1.0621 0.9630 0.0265
N 0.9981 -1.3452 0.0503
F -2.4291 -0.1529 0.8790
P -2.3774 0.0970 -0.7393
H 2.0528 0.9724 0.4159
H 0.5924 1.7920 0.0915
H 1.7577 -1.3560 0.6325
H 0.6977 -2.2113 -0.4620
H -2.8171 1.4135 -0.7064
*
```



(3)
DFT (ωB97M-V/def2-TZVPD) results for the ion CH5FN2P with charge +1.

Properties
Total energy (Eh): -591.5823
HOMO energy (eV): -15.55
ΔE to the lowest compared entry with this formula, charge and spin (kcal per mole): 7.20
SMILES: NC(=[NH2+])PF
HOMO-LUMO gap (eV): 11.139
LUMO energy (eV): -4.41

Structure (ORCA input):
```
! RIJCOSX wB97M-V def2-TZVPD def2/J DEFGRID3
* xyz 1 1
C -0.0864 0.2352 0.1880
N -0.8845 0.2768 1.1784
N 1.1905 0.3005 0.2488
F 0.8013 -0.6324 -2.0720
P -0.7275 -0.1586 -1.6498
H -0.7454 0.5102 2.1273
H -1.7212 -0.0558 0.7598
H 1.7249 0.4313 1.0846
H 1.6888 0.4425 -0.6540
H -1.2404 -1.3498 -1.2110
*
```



(4)
DFT (ωB97M-V/def2-TZVPD) results for a structure of composition CH5FeO3.

Properties
Total energy (Eh): -1530.3051
HOMO energy (alpha / beta) (eV): -6.20 / -8.85
HOMO-LUMO gap (alpha / beta) (eV): 6.584 / 8.845
LUMO energy (alpha / beta) (eV): 0.38 / -0.01
Expectation value of S²: 8.76

Structure (ORCA input):
```
! RIJCOSX wB97M-V def2-TZVPD def2/J DEFGRID3
* xyz 0 6
O 1.2545 -0.3435 -0.0893
Fe 1.2177 1.6391 -0.0584
H 2.0219 -0.8752 0.1365
O -0.5521 1.5238 0.6539
O -1.3046 1.9918 -0.4822
H -1.7071 1.1890 -0.8340
C -0.0496 -1.0938 0.1354
H 0.0631 -2.1846 0.0662
H -0.6867 -0.8767 -0.7323
H -0.2571 -0.9698 1.2043
*
```



(5)
DFT (ωB97M-V/def2-TZVPD) results for a structure of composition CH5GaO2.

Properties
Total energy (Eh): -2115.9696
HOMO energy (alpha / beta) (eV): -14.91 / -14.83
ΔE to the lowest compared entry with this formula, charge and spin (kcal per mole): 0.00
HOMO-LUMO gap (alpha / beta) (eV): 9.072 / 4.964
LUMO energy (alpha / beta) (eV): -5.84 / -9.87
Expectation value of S²: 0.76

Structure (ORCA input):
```
! RIJCOSX wB97M-V def2-TZVPD def2/J DEFGRID3
* xyz 1 2
O 4.1887 1.5817 3.1068
Ga 4.8735 0.6204 4.2852
H 2.8439 1.9606 3.2086
C 4.7141 2.5084 2.1359
H 5.1787 3.3858 2.6239
H 5.4879 2.0125 1.5210
H 3.9781 2.8882 1.4036
O 1.9482 2.4423 3.1225
H 1.9831 3.2187 3.6870
*
```



(6)
DFT (ωB97M-V/def2-TZVPD) results for a structure of composition CH5HgO2.

Properties
Total energy (Eh): -344.9036
HOMO energy (alpha / beta) (eV): -8.63 / -9.71
ΔE to the lowest compared entry with this formula, charge and spin (kcal per mole): 0.00
HOMO-LUMO gap (alpha / beta) (eV): 9.201 / 7.799
LUMO energy (alpha / beta) (eV): 0.57 / -1.91
Expectation value of S²: 0.76

Structure (ORCA input):
```
! RIJCOSX wB97M-V def2-TZVPD def2/J DEFGRID3
* xyz 0 2
O -0.0146 -2.1537 -0.9801
Hg -2.1721 -0.5768 0.2506
H 0.2087 -2.3269 -1.8982
C 0.3615 1.2452 0.7121
H 1.3312 0.7276 0.8270
H 0.5593 2.2387 0.2737
H -0.0409 1.4084 1.7285
O -0.5185 0.5242 -0.0979
H 0.2854 -1.0868 -0.8156
*
```



(7)
DFT (ωB97M-V/def2-TZVPD) results for a cluster of 2 separate species, CH5IN2 in total.

Properties
Total energy (Eh): -448.1430
HOMO energy (alpha / beta) (eV): -7.87 / -7.93
ΔE to the lowest compared entry with this formula, charge and spin (kcal per mole): 68.93
HOMO-LUMO gap (alpha / beta) (eV): 8.186 / 8.367
LUMO energy (alpha / beta) (eV): 0.31 / 0.44

Structure (ORCA input):
```
! RIJCOSX wB97M-V def2-TZVPD def2/J DEFGRID3
* xyz 0 1
C 0.7710 1.3404 -0.2179
N -0.7370 -1.4683 -0.0062
N -1.0610 -0.2223 -0.3326
I 2.3585 0.0433 0.1687
H 0.7951 2.1950 -0.9368
H 0.0881 1.4563 0.6818
H -0.5642 -2.0849 -0.7200
H -0.2585 -1.5574 0.8618
H -1.3920 0.2980 0.5012
*
```



(8)
DFT (ωB97M-V/def2-TZVPD) results for a cluster of 2 separate species, CH5IN2 in total.

Properties
Total energy (Eh): -448.1543
HOMO energy (eV): -8.08
ΔE to the lowest compared entry with this formula, charge and spin (kcal per mole): 61.82
HOMO-LUMO gap (eV): 8.617
LUMO energy (eV): 0.54

Structure (ORCA input):
```
! RIJCOSX wB97M-V def2-TZVPD def2/J DEFGRID3
* xyz 0 1
C 0.7626 1.1751 -0.0008
N -0.5198 -1.3996 -0.0057
N -0.9531 -0.1453 -0.1151
I 2.4504 -0.0863 -0.0115
H 0.6453 1.5685 -1.0149
H 0.7224 1.7494 1.0351
H -0.4874 -1.8140 -0.9969
H 0.0220 -1.6071 0.8285
H -1.4465 0.2772 0.7682
*
```



(9)
DFT (ωB97M-V/def2-TZVPD) results for a structure of composition CH5IN2O.

Properties
Total energy (Eh): -523.4082
HOMO energy (eV): -9.45
ΔE to the lowest compared entry with this formula, charge and spin (kcal per mole): 17.51
HOMO-LUMO gap (eV): 9.403
LUMO energy (eV): -0.05

Structure (ORCA input):
```
! RIJCOSX wB97M-V def2-TZVPD def2/J DEFGRID3
* xyz 0 1
C -0.7218 -1.6999 -0.0001
N -1.0336 -0.5885 -0.5610
N 0.9843 1.6347 -0.3720
O 1.3908 0.8540 0.7593
I -2.6813 0.3366 0.1951
H -1.1432 -2.1481 0.7809
H 0.0688 -2.4043 -0.3435
H -0.0463 1.6503 -0.2363
H 2.1477 1.2893 1.1209
H 1.0344 1.0760 -1.3433
*
```



(10)
DFT (ωB97M-V/def2-TZVPD) results for the ion CH5INO with charge +1.

Properties
Total energy (Eh): -468.3656
HOMO energy (alpha / beta) (eV): -11.78 / -14.16
ΔE to the lowest compared entry with this formula, charge and spin (kcal per mole): 0.00
HOMO-LUMO gap (alpha / beta) (eV): 7.839 / 6.911
LUMO energy (alpha / beta) (eV): -3.94 / -7.25
Expectation value of S²: 2.01

Structure (ORCA input):
```
! RIJCOSX wB97M-V def2-TZVPD def2/J DEFGRID3
* xyz 1 3
C 0.3707 -0.2689 -0.7857
N -0.3935 0.0477 0.4841
O -0.5221 -1.0354 -1.6410
I -2.1999 -0.3162 -2.4659
H 0.5752 0.7887 -1.2960
H 1.2309 -0.9210 -0.8478
H -0.2100 -0.8534 1.0512
H -1.2627 0.3043 0.2071
H -0.0653 0.7144 1.2090
*
```



(11)
DFT (ωB97M-V/def2-TZVPD) results for a cluster of 2 separate species, CH5INPS in total.

Properties
Total energy (Eh): -1132.9898
HOMO energy (alpha / beta) (eV): -9.07 / -9.07
ΔE to the lowest compared entry with this formula, charge and spin (kcal per mole): 101.17
HOMO-LUMO gap (alpha / beta) (eV): 6.051 / 6.038
LUMO energy (alpha / beta) (eV): -3.02 / -3.03

Structure (ORCA input):
```
! RIJCOSX wB97M-V def2-TZVPD def2/J DEFGRID3
* xyz 0 1
C 0.9748 -0.3632 -1.1002
N -0.7493 -0.3997 0.9271
P -0.1540 0.7545 -0.0428
S 0.6032 1.4993 3.2482
I -1.9793 1.0709 -1.8686
H 1.6845 0.3714 -1.6861
H 1.6510 -0.8791 -0.3262
H 0.5812 -1.0333 -1.7895
H -1.6262 -1.0290 0.7884
H -0.9859 0.0083 1.8498
*
```



(12)
DFT (ωB97M-V/def2-TZVPD) results for the molecule CH5IOSi.

Properties
Total energy (Eh): -703.5282
HOMO energy (eV): -9.52
ΔE to the lowest compared entry with this formula, charge and spin (kcal per mole): 46.28
SMILES: CO[SiH2]I
HOMO-LUMO gap (eV): 10.052
LUMO energy (eV): 0.53

Structure (ORCA input):
```
! RIJCOSX wB97M-V def2-TZVPD def2/J DEFGRID3
* xyz 0 1
C -0.6979 -1.1498 0.0255
O -0.3408 0.4329 -0.0499
Si 0.9109 1.4103 -0.0025
I 2.8749 -0.1310 -0.0111
H -1.1075 -1.4446 0.9568
H 0.1620 -1.6197 -0.0366
H -1.4711 -1.3983 -0.7640
H 1.2016 1.9400 1.2613
H 0.5169 2.4665 -0.9274
*
```



(13)
DFT (ωB97M-V/def2-TZVPD) results for a cluster of 2 separate species, CH5ISi in total.

Properties
Total energy (Eh): -628.1512
HOMO energy (eV): -9.17
ΔE to the lowest compared entry with this formula, charge and spin (kcal per mole): 84.36
HOMO-LUMO gap (eV): 8.887
LUMO energy (eV): -0.28

Structure (ORCA input):
```
! RIJCOSX wB97M-V def2-TZVPD def2/J DEFGRID3
* xyz 0 1
C 1.0578 -0.6808 -0.0543
Si -0.2344 0.6924 -0.0318
I 3.0061 -0.1670 -0.6628
H 1.1017 -1.3526 0.7924
H 0.5415 -1.9730 -1.2653
H 0.0779 1.4851 1.1634
H -0.0934 1.5262 -1.2201
H -1.5440 0.0574 0.0921
*
```



(14)
DFT (ωB97M-V/def2-TZVPD) results for the ion CH5N2O with charge +1.

Properties
Total energy (Eh): -225.4283
HOMO energy (eV): -15.09
ΔE to the lowest compared entry with this formula, charge and spin (kcal per mole): 112.18
SMILES: [NH3+][C@@H]1NO1
HOMO-LUMO gap (eV): 10.672
LUMO energy (eV): -4.42

Structure (ORCA input):
```
! RIJCOSX wB97M-V def2-TZVPD def2/J DEFGRID3
* xyz 1 1
C -0.3998 0.1267 -0.5601
N -1.3233 0.7438 0.1513
N 0.8956 -0.3209 0.0559
O -1.6254 -0.6855 0.0761
H -0.1270 0.1460 -1.5557
H -1.1585 1.0646 1.1624
H 1.2601 -1.1319 -0.3501
H 1.0517 -0.4971 1.0914
H 1.4266 0.5541 -0.0712
*
```



(15)
DFT (ωB97M-V/def2-TZVPD) results for a cluster of 2 separate species, CH5N2O in total.

Properties
Total energy (Eh): -225.3961
HOMO energy (eV): -15.49
ΔE to the lowest compared entry with this formula, charge and spin (kcal per mole): 132.40
HOMO-LUMO gap (eV): 9.005
LUMO energy (eV): -6.48

Structure (ORCA input):
```
! RIJCOSX wB97M-V def2-TZVPD def2/J DEFGRID3
* xyz 1 1
C 1.6353 -0.3630 -0.4006
N 2.2360 -0.1232 0.6943
N -0.9270 0.2216 0.3113
O 2.3987 0.6435 -0.6358
H 1.3946 -1.2212 -1.0177
H 1.9394 0.3167 1.5529
H -0.8920 1.0738 -0.1847
H -0.8877 0.4727 1.2798
H -1.5323 -0.5301 0.1268
*
```



(16)
DFT (ωB97M-V/def2-TZVPD) results for the ion CH5N2O with charge +1.

Properties
Total energy (Eh): -225.5282
HOMO energy (eV): -15.80
ΔE to the lowest compared entry with this formula, charge and spin (kcal per mole): 49.52
SMILES: N/C=[NH+]/O
HOMO-LUMO gap (eV): 11.402
LUMO energy (eV): -4.39

Structure (ORCA input):
```
! RIJCOSX wB97M-V def2-TZVPD def2/J DEFGRID3
* xyz 1 1
C -0.3210 -0.1556 -0.4065
N -0.8700 1.0124 -0.6625
N 0.5019 -0.1989 0.5911
O 1.3692 -1.1653 0.9742
H -0.4465 -1.1541 -0.9794
H -1.3592 1.1520 -1.5230
H -0.4109 1.8597 -0.3287
H 0.7192 0.5845 1.1770
H 0.8174 -1.9346 1.1579
*
```



(17)
DFT (ωB97M-V/def2-TZVPD) results for a cluster of 2 separate species, CH5N2O2 in total.

Properties
Total energy (Eh): -300.5732
HOMO energy (alpha / beta) (eV): -14.99 / -14.99
ΔE to the lowest compared entry with this formula, charge and spin (kcal per mole): 121.85
HOMO-LUMO gap (alpha / beta) (eV): 7.617 / 7.619
LUMO energy (alpha / beta) (eV): -7.38 / -7.37

Structure (ORCA input):
```
! RIJCOSX wB97M-V def2-TZVPD def2/J DEFGRID3
* xyz 1 1
C 0.6751 -1.6305 0.5470
N 0.0741 1.5002 0.0322
N -0.1601 0.2953 -0.3419
O -0.4998 2.5501 -0.2037
O -1.2932 0.0067 -0.9894
H 1.1296 -1.9857 -0.3491
H -0.3112 -1.8776 0.7881
H 1.3092 -1.1869 1.2761
H 0.9050 1.6049 0.6199
H -1.8285 0.7235 -1.3791
*
```



(18)
DFT (ωB97M-V/def2-TZVPD) results for a cluster of 2 separate species, CH5N2O2 in total.

Properties
Total energy (Eh): -300.5614
HOMO energy (alpha / beta) (eV): -14.93 / -14.92
ΔE to the lowest compared entry with this formula, charge and spin (kcal per mole): 129.24
HOMO-LUMO gap (alpha / beta) (eV): 7.181 / 7.171
LUMO energy (alpha / beta) (eV): -7.74 / -7.75

Structure (ORCA input):
```
! RIJCOSX wB97M-V def2-TZVPD def2/J DEFGRID3
* xyz 1 1
C 0.1869 -0.2031 1.8487
N 0.2409 0.7750 -1.2403
N 0.1879 -0.2851 -0.5085
O -0.2863 0.8411 -2.3722
O -0.5638 -1.2522 -1.0274
H -0.6018 -0.8728 2.2208
H -0.0387 0.9422 1.9193
H 1.2081 -0.5729 1.9991
H 0.6894 1.6733 -0.9256
H -1.0227 -1.0455 -1.9139
*
```



(19)
DFT (ωB97M-V/def2-TZVPD) results for a structure of composition CH5N2O2Sn.

Properties
Total energy (Eh): -515.0893
HOMO energy (eV): -13.71
ΔE to the lowest compared entry with this formula, charge and spin (kcal per mole): 0.00
HOMO-LUMO gap (eV): 7.795
LUMO energy (eV): -5.92

Structure (ORCA input):
```
! RIJCOSX wB97M-V def2-TZVPD def2/J DEFGRID3
* xyz 1 1
Sn 1.9429 1.4269 1.2381
O 0.6604 1.8375 -0.6955
H 0.7734 2.8034 -0.6021
C 0.0164 -0.6446 0.3828
O 0.9308 -0.3001 1.0564
N -0.6564 -1.7921 0.3044
N -0.4834 0.1413 -0.4544
H -1.4207 -1.7873 -0.3559
H -0.4644 -2.5940 0.8876
H -0.0538 1.0231 -0.6953
H -1.2453 -0.1142 -1.0662
*
```



(20)
DFT (ωB97M-V/def2-TZVPD) results for the molecule CH5N2P.

Properties
Total energy (Eh): -491.9247
HOMO energy (eV): -8.70
ΔE to the lowest compared entry with this formula, charge and spin (kcal per mole): 14.25
SMILES: [H]/N=P/NC
HOMO-LUMO gap (eV): 8.840
LUMO energy (eV): 0.14

Structure (ORCA input):
```
! RIJCOSX wB97M-V def2-TZVPD def2/J DEFGRID3
* xyz 0 1
C 1.4884 -0.3747 0.0101
N -2.4335 0.6067 0.0594
N 0.2484 0.2893 -0.2534
P -1.5145 -0.6145 -0.0895
H 1.3060 -1.4212 0.2543
H 2.1250 -0.3423 -0.8840
H 2.0365 0.0814 0.8388
H -3.4351 0.5066 0.0969
H 0.1789 1.2686 -0.0324
*
```